Density functional theory data (ωB97M-V/def2-TZVPD) for a 2-piece molecular cluster, C2H9N3 overall at a distorted geometry.

Summary:
- Structure (SMILES): C=N.NCN
- Orbital gap: 9.961 eV
- Charge: 0
- Total energy: -245.79594 hartree
- Energy above the lowest of the compared OMol25 structures with the same formula, charge and spin: 198.8 kJ/mol
- F_max: 0.0971 Eh/bohr
- Lowest unoccupied orbital energy: 0.0365 Ha

The geometry in XYZ format:
```
14
C2H9N3 | OMol25 | ωB97M-V/def2-TZVPD
H 0.65630 0.70329 1.86724
H -0.20304 -0.72284 2.81869
N 0.25037 1.07843 -1.65153
H 1.13283 0.25740 0.04088
H -2.03946 0.27693 2.37856
H -0.00816 -1.54704 -1.96182
C -0.21579 0.23472 2.12814
N -1.33861 0.86044 1.90615
H 0.10157 0.72652 -2.56303
H -0.61402 -1.26116 -0.33504
C 0.92587 -0.03275 -1.00678
H -0.61928 1.20020 -1.19123
H 1.78410 -0.47356 -1.47108
N 0.18733 -1.30058 -0.95914
```

Löwdin population analysis, charges in e, atoms 1 to 5: 0.008, 0.109, 0.021, 0.069, 0.029